A structure of composition C4H6FIrO4 at a distorted geometry, computed with ωB97M-V/def2-TZVPD.

Element x y z (Å)
C 2.463 0.722 -1.311
O 1.186 1.241 -1.172
H 2.513 -0.116 -2.041
H 3.177 1.502 -1.659
H 2.863 0.321 -0.354
C -1.966 -0.927 1.279
O -1.980 0.325 0.878
C -0.355 0.556 0.082
C -0.216 -0.938 -0.179
O -0.952 -1.619 0.884
O -2.714 -1.220 2.226
F 0.339 0.962 1.186
H -0.874 1.236 -0.595
H -0.659 -1.217 -1.137
H 0.816 -1.287 -0.092
Ir -3.641 0.459 2.005

The expectation value of S² is 6.01. As for the total charge: +2. The relative energy (zero: lowest compared OMol25 entry of this formula, charge and spin) is 266.5 kJ/mol. The total energy is -17963.21201 eV. As for the HOMO energy (spin up / spin down): -0.678 / -0.659 Eh. Its spin multiplicity is 5.